The following is a quantum chemistry calculation of a molecular structure, C34H30BrF4I2N2OPSiW, from the OMol25 dataset.

Structure (XYZ):
```
77
C34H30BrF4I2N2OPSiW | the OMol25 dataset | ωB97M-V/def2-TZVPD
W 2.132 -16.151 -13.964
I -2.586 -17.717 -19.817
C -1.649 -17.319 -17.993
C -1.944 -18.060 -16.837
C -1.288 -17.798 -15.647
I -1.684 -18.971 -14.021
C -0.312 -16.806 -15.623
O 0.374 -16.425 -14.510
C 0.040 -16.145 -16.810
C 1.234 -15.227 -16.773
N 2.393 -16.012 -16.190
C 3.735 -15.614 -16.652
C 4.602 -15.085 -15.556
C 5.867 -14.567 -15.846
C 6.717 -14.236 -14.809
C 6.272 -14.437 -13.496
C 5.027 -14.987 -13.306
N 4.138 -15.289 -14.298
C -0.626 -16.391 -17.977
H -2.681 -18.858 -16.887
H 1.091 -14.341 -16.158
H 1.474 -14.879 -17.786
H 2.255 -16.949 -16.558
H 3.645 -14.874 -17.449
H 4.213 -16.496 -17.066
H 6.189 -14.459 -16.858
H 7.686 -13.829 -15.037
H 6.901 -14.205 -12.641
H 4.694 -15.240 -12.319
H -0.343 -15.924 -18.902
F -1.725 -14.093 -7.197
C -0.828 -14.372 -8.147
C 0.504 -13.992 -8.009
F 0.918 -13.402 -6.901
C 1.385 -14.269 -9.042
F 2.654 -13.863 -8.842
C 0.979 -14.924 -10.224
P 2.255 -15.189 -11.515
C 3.501 -16.019 -10.435
C 3.014 -17.245 -9.994
C 3.766 -18.016 -9.093
C 4.975 -17.548 -8.611
C 5.473 -16.350 -9.112
C 4.742 -15.575 -9.986
C 2.512 -13.438 -12.002
C 3.321 -12.475 -11.410
C 3.260 -11.170 -11.854
C 2.367 -10.775 -12.849
C 1.575 -11.740 -13.447
C 1.638 -13.054 -13.017
C -0.365 -15.277 -10.324
Br -0.978 -16.170 -11.872
C -1.263 -14.994 -9.308
F -2.550 -15.326 -9.404
H 2.033 -17.594 -10.319
H 3.382 -18.966 -8.757
H 5.559 -18.119 -7.897
H 6.439 -16.000 -8.798
H 5.169 -14.658 -10.364
H 4.015 -12.734 -10.622
H 3.928 -10.428 -11.436
H 2.305 -9.721 -13.155
H 0.865 -11.438 -14.207
H 0.934 -13.783 -13.439
C 1.746 -19.456 -12.347
Si 2.849 -18.579 -13.628
C 2.514 -19.278 -15.404
C 4.687 -18.583 -13.130
H 2.364 -19.762 -11.510
H 1.368 -20.344 -12.858
H 0.877 -18.890 -11.989
H 2.777 -20.335 -15.471
H 3.111 -18.749 -16.167
H 1.447 -19.205 -15.685
H 5.041 -19.616 -13.191
H 4.818 -18.274 -12.087
H 5.294 -17.959 -13.792
```

Computed properties:
HOMO level (alpha / beta) (hartree): -0.480 / -0.485
Multiplicity: 3
HOMO-LUMO gap (alpha / beta) (eV): 6.06 / 6.52
Net charge: +2
Energy above the lowest of the compared OMol25 structures with the same formula, charge and spin (kJ/mol): 0.0
LUMO (alpha / beta) (eV): -7.000 / -6.674

The following is a quantum chemistry calculation of 13 unconnected molecules or ions with the total composition C4H34O15, from the OMol25 dataset.

Structure (XYZ):
```
53
C4H34O15 | the OMol25 dataset | ωB97M-V/def2-TZVPD
O -1.975 1.135 -1.894
H -1.224 0.803 -1.398
H -1.869 0.752 -2.735
O 2.235 -1.722 2.212
H 2.735 -2.512 2.280
H 2.435 -1.473 1.339
O 1.062 -0.216 -3.268
H 0.897 0.767 -3.347
H 1.755 -0.488 -3.817
O 2.454 1.934 -0.387
H 3.383 2.245 -0.316
H 2.211 1.727 0.514
O 2.641 -0.674 -0.345
H 2.647 0.257 -0.525
H 2.929 -1.109 -1.164
O -2.995 0.231 0.649
H -3.336 0.700 -0.110
H -2.360 0.939 0.803
O -2.338 -2.291 0.106
H -2.941 -2.676 0.693
H -2.427 -1.357 0.083
O -0.210 -0.728 2.279
H -0.736 -1.368 2.723
H 0.597 -1.201 2.118
O 0.696 2.402 -2.486
H 0.920 2.023 -1.636
H 1.376 3.126 -2.520
O -0.067 0.053 -0.364
H 0.850 -0.274 -0.449
H -0.419 -0.370 0.458
O 1.894 1.332 2.207
H 1.001 0.939 2.123
H 1.703 2.169 2.594
C -2.208 3.603 1.077
C -0.817 3.047 1.190
O -0.934 1.896 1.982
O -2.238 4.809 0.459
H -2.669 3.692 2.040
H -2.789 2.980 0.404
H -0.024 3.705 1.658
H -0.442 2.825 0.249
H -1.426 2.036 2.839
H -1.477 4.867 -0.173
C -0.280 -4.634 -0.934
C 0.515 -3.321 -0.766
O 1.918 -3.726 -0.716
O -1.574 -4.366 -1.209
H -0.154 -5.348 -0.067
H 0.016 -5.194 -1.783
H 0.248 -2.732 0.089
H 0.283 -2.700 -1.608
H 2.362 -2.966 -0.388
H -1.832 -3.546 -0.763
```

Computed properties:
HOMO level (hartree): -0.332
Multiplicity: 1
HOMO-LUMO gap (eV): 8.93
Net charge: 0
Energy above the lowest of the compared OMol25 structures with the same formula, charge and spin (kJ/mol): 109.5
LUMO (eV): -0.094

The following is a quantum chemistry calculation of a molecular structure, C39H44BaN6OP, from the OMol25 dataset.

Structure (XYZ):
```
92
C39H44BaN6OP | the OMol25 dataset | ωB97M-V/def2-TZVPD
Ba -0.387 0.680 -0.638
C -2.251 -1.663 -5.796
C -3.300 -2.033 -4.962
C -3.116 -2.105 -3.592
C -1.871 -1.801 -3.042
C -0.835 -1.395 -3.880
C -1.012 -1.343 -5.249
N -1.610 -1.721 -1.654
C -2.158 -2.479 -0.764
C -3.023 -3.636 -0.985
C -3.930 -3.962 -0.048
C -4.048 -3.173 1.174
C -3.166 -2.208 1.502
C -2.034 -1.966 0.631
N -0.947 -1.323 0.916
N -1.037 -0.427 1.985
C 0.189 -0.174 2.695
C 0.449 -0.776 3.902
C 1.664 -0.470 4.505
C 2.532 0.403 3.866
C 2.165 0.941 2.637
N 1.006 0.657 2.054
H -2.403 -1.602 -6.864
H -4.276 -2.247 -5.375
H -3.959 -2.325 -2.950
H 0.118 -1.126 -3.435
H -0.199 -1.030 -5.890
H -2.922 -4.196 -1.904
H -4.584 -4.809 -0.192
H -4.847 -3.404 1.867
H -3.237 -1.694 2.450
H -0.268 -1.445 4.355
H 1.920 -0.907 5.459
H 3.483 0.667 4.306
H 2.818 1.622 2.105
C 2.693 -0.656 -4.813
C 3.181 -0.351 -3.399
C 3.052 -1.585 -2.507
P 2.286 1.033 -2.512
C 3.731 1.845 -1.659
C 3.223 2.897 -0.678
C 4.794 2.468 -2.557
C 1.686 2.226 -3.737
C 2.450 2.613 -4.840
C 2.017 3.549 -5.763
C 2.848 3.931 -6.955
C 0.758 4.118 -5.547
C -0.021 3.764 -4.471
C 0.409 2.807 -3.522
N -0.365 2.440 -2.455
C -1.434 3.263 -2.048
C -2.757 2.789 -2.090
C -3.076 1.467 -2.730
C -3.798 3.558 -1.572
C -3.578 4.804 -1.013
C -4.711 5.646 -0.501
C -2.265 5.268 -0.968
C -1.202 4.530 -1.456
C 0.193 5.064 -1.328
H 3.094 -1.616 -5.143
H 3.002 0.102 -5.526
H 1.608 -0.718 -4.865
H 4.239 -0.083 -3.452
H 2.010 -1.924 -2.466
H 3.376 -1.382 -1.484
H 3.657 -2.407 -2.894
H 4.179 1.018 -1.092
H 2.743 3.708 -1.226
H 4.046 3.327 -0.103
H 2.492 2.485 0.025
H 4.401 3.354 -3.057
H 5.169 1.787 -3.320
H 5.646 2.778 -1.949
H 3.430 2.173 -4.980
H 3.891 3.650 -6.812
H 2.810 5.007 -7.130
H 2.492 3.439 -7.862
H 0.385 4.860 -6.245
H -0.992 4.224 -4.331
H -2.356 1.226 -3.512
H -4.076 1.477 -3.164
H -3.074 0.642 -2.003
H -4.809 3.170 -1.630
H -5.558 5.029 -0.203
H -5.059 6.337 -1.271
H -4.402 6.241 0.357
H -2.063 6.236 -0.522
H 0.191 6.024 -0.814
H 0.670 5.192 -2.301
H 0.811 4.368 -0.759
O -2.618 0.656 0.973
N -1.839 0.655 1.911
```

Computed properties:
HOMO level (hartree): -0.313
Multiplicity: 1
HOMO-LUMO gap (eV): 3.71
Net charge: +1
Energy above the lowest of the compared OMol25 structures with the same formula, charge and spin (kJ/mol): 156.6
LUMO (eV): -4.812

The following is a quantum chemistry calculation of a molecular structure, C4H6FO4Y, from the OMol25 dataset.

Structure (XYZ):
```
16
C4H6FO4Y | the OMol25 dataset | ωB97M-V/def2-TZVPD
O 1.657 -0.514 -1.841
C 2.241 -0.954 -0.870
C 1.704 -0.989 0.533
O 0.304 -1.148 0.680
C -0.547 -0.178 0.458
O -1.672 -0.422 1.038
O -0.320 0.821 -0.227
C -2.545 0.685 1.322
H 2.061 -0.073 1.036
F -0.313 1.928 -4.071
H 3.286 -1.300 -0.965
H 2.149 -1.843 1.055
H -3.232 0.320 2.088
H -1.960 1.531 1.696
H -3.090 0.960 0.412
Y 0.274 1.179 -2.344
```

Computed properties:
HOMO level (hartree): -0.722
Multiplicity: 1
HOMO-LUMO gap (eV): 9.92
Net charge: +2
Energy above the lowest of the compared OMol25 structures with the same formula, charge and spin (kJ/mol): 0.0
LUMO (eV): -9.738

The following is a quantum chemistry calculation of a single C3H8N2OS2 molecule, from the OMol25 dataset.

Structure (XYZ):
```
16
C3H8N2OS2 | the OMol25 dataset | ωB97M-V/def2-TZVPD
C 1.800 0.282 1.307
C 0.890 -0.271 0.121
C -1.350 0.448 -0.615
H 1.171 0.948 1.941
H 2.745 0.715 1.024
H 1.985 -0.520 2.015
H 1.378 -0.933 -0.575
H 0.152 -0.928 0.588
H 0.462 2.833 0.104
H -2.885 -0.793 -0.402
H -1.724 -3.093 -0.969
N 0.002 0.682 -0.492
N -1.852 -0.878 -0.489
O -2.133 1.381 -0.793
S 0.598 2.228 -1.096
S -1.239 -2.101 -1.669
```

Computed properties:
SMILES string: CCN(S)C(=O)NS
HOMO level (hartree): -0.339
Multiplicity: 1
HOMO-LUMO gap (eV): 9.61
Net charge: 0
Energy above the lowest of the compared OMol25 structures with the same formula, charge and spin (kJ/mol): 166.7
LUMO (eV): 0.386

The following is a quantum chemistry calculation of 4 unconnected molecules or ions with the total composition C17H36BIN2O8, from the OMol25 dataset.

Structure (XYZ):
```
65
C17H36BIN2O8 | the OMol25 dataset | ωB97M-V/def2-TZVPD
C -1.870 -0.208 -0.523
C -0.380 -0.173 -0.987
I 0.651 -1.764 0.111
C -0.260 -0.550 -2.456
N -0.070 -0.818 -3.528
C 0.340 1.204 -0.809
C -0.491 2.392 -1.220
N -1.237 3.124 -1.630
B 0.977 1.435 0.682
O 2.327 1.219 0.872
O 0.200 1.874 1.725
H -2.449 -0.923 -1.143
H -2.390 0.765 -0.569
H -1.908 -0.613 0.504
H 1.219 1.191 -1.492
H 2.738 0.965 0.035
H -0.694 2.086 1.419
C -2.833 -1.805 3.453
O -3.234 -0.492 3.091
C -4.098 0.104 4.052
C -3.349 1.080 4.942
O -2.400 0.413 5.763
C -1.073 0.524 5.267
H -2.000 -2.085 2.812
H -2.509 -1.862 4.494
H -3.658 -2.506 3.287
H -4.601 -0.662 4.649
H -4.864 0.655 3.497
H -4.066 1.564 5.612
H -2.866 1.861 4.346
H -0.684 1.528 5.461
H -1.019 0.312 4.197
H -0.454 -0.201 5.796
C -3.532 -0.810 -8.262
O -2.545 -1.367 -7.412
C -2.314 -0.580 -6.247
C -3.019 -1.161 -5.036
O -4.435 -1.089 -5.173
C -5.011 -2.325 -5.559
H -3.824 -1.571 -8.985
H -4.419 -0.497 -7.706
H -3.119 0.048 -8.804
H -2.616 0.458 -6.414
H -1.237 -0.591 -6.061
H -2.754 -0.567 -4.158
H -2.698 -2.191 -4.853
H -5.029 -3.012 -4.706
H -4.469 -2.785 -6.388
H -6.036 -2.135 -5.877
C 8.010 1.574 1.633
O 7.233 1.920 2.767
C 5.837 1.939 2.492
C 5.154 0.679 2.990
O 5.586 -0.469 2.265
C 6.548 -1.233 2.973
H 9.019 1.343 1.973
H 7.607 0.701 1.114
H 8.058 2.421 0.940
H 5.653 2.086 1.423
H 5.417 2.797 3.026
H 4.077 0.774 2.821
H 5.314 0.543 4.064
H 6.060 -1.799 3.774
H 7.335 -0.605 3.397
H 7.003 -1.935 2.274
```

Computed properties:
SMILES string: C[C@@](I)(C#N)[C@@H](C#N)B(O)O.COCCOC.COCCOC.COCCOC
HOMO level (hartree): -0.332
Multiplicity: 1
HOMO-LUMO gap (eV): 8.25
Net charge: 0
LUMO (eV): -0.770

The following is a quantum chemistry calculation of 2 unconnected molecules or ions with the total composition C15H15BF4NO11P, from the OMol25 dataset.

Structure (XYZ):
```
48
C15H15BF4NO11P | the OMol25 dataset | ωB97M-V/def2-TZVPD
C -0.357 -1.339 -1.068
C -1.013 -1.481 -2.443
O -1.207 -0.214 -3.165
C -0.511 0.790 -2.662
C 0.888 0.920 -2.912
O 1.508 -0.030 -3.670
C 1.592 1.984 -2.417
N 0.990 2.936 -1.668
P 1.901 4.352 -1.005
C 1.765 4.191 0.851
C 3.701 4.119 -1.344
C -0.324 2.857 -1.406
O -0.827 3.880 -0.676
C -1.106 1.807 -1.883
C -2.599 1.830 -1.554
F -3.341 1.037 -2.355
F -3.123 3.088 -1.684
C -2.912 1.377 -0.082
F -4.234 1.609 0.125
F -2.210 2.103 0.815
H -0.472 -2.309 -0.563
H 0.733 -1.202 -1.154
H -0.829 -0.603 -0.409
H -2.015 -1.915 -2.292
H -0.485 -2.192 -3.095
H 2.393 -0.123 -3.286
H 2.651 2.053 -2.663
H 2.761 4.252 1.307
H 1.361 3.179 1.041
H 1.043 4.901 1.264
H 3.961 3.045 -1.271
H 4.002 4.452 -2.346
H 4.294 4.641 -0.579
H -0.978 4.641 -1.265
H -2.753 0.294 0.047
B -0.325 -4.535 3.501
O -0.574 -5.918 3.062
C -0.531 -6.707 4.136
O -0.694 -7.892 4.126
C -0.246 -5.852 5.351
O -0.141 -6.236 6.478
O -0.128 -4.583 4.958
O 0.866 -3.966 2.819
C 0.479 -2.898 2.156
O 1.189 -2.192 1.488
C -1.008 -2.695 2.362
O -1.670 -1.806 1.886
O -1.464 -3.650 3.144
```

Computed properties:
HOMO level (hartree): -0.325
Multiplicity: 1
HOMO-LUMO gap (eV): 6.51
Net charge: 0
Energy above the lowest of the compared OMol25 structures with the same formula, charge and spin (kJ/mol): 0.0
LUMO (eV): -2.326

The following is a quantum chemistry calculation of a molecular structure, C17H18FeO4, from the OMol25 dataset.

Structure (XYZ):
```
40
C17H18FeO4 | the OMol25 dataset | ωB97M-V/def2-TZVPD
C 2.760 -2.593 -2.521
C 2.375 -1.690 -1.450
C 1.301 -1.941 -0.551
Fe -0.306 0.092 2.379
C -0.715 -1.685 2.411
O -1.070 -2.740 2.049
C -1.385 0.444 0.943
O -2.273 0.531 0.190
C 0.840 0.201 4.019
C -0.031 1.338 3.944
C 0.215 2.002 2.695
C 1.244 1.277 1.999
C 1.639 0.168 2.825
H 3.705 -3.122 -2.307
H 1.995 -3.354 -2.740
H 2.956 -2.005 -3.426
H 2.893 -0.743 -1.376
H 0.694 -2.818 -0.781
H 1.551 -1.870 0.512
H 0.934 -0.478 4.864
H -0.707 1.676 4.724
H -0.246 2.928 2.365
H 1.714 1.561 1.056
H 2.460 -0.516 2.617
C -4.581 -0.625 -4.415
O -3.286 -0.013 -4.637
C -2.228 -0.380 -3.863
C -1.092 0.464 -3.901
C -0.163 0.415 -2.886
C -0.279 -0.586 -1.910
O 0.702 -0.653 -0.952
C -1.301 -1.533 -1.956
C -2.271 -1.449 -2.942
H -5.273 0.003 -4.976
H -4.589 -1.653 -4.803
H -4.842 -0.625 -3.347
H -1.028 1.213 -4.681
H 0.655 1.132 -2.832
H -1.359 -2.316 -1.200
H -3.103 -2.152 -2.944
```

Computed properties:
HOMO level (alpha / beta) (hartree): -0.218 / -0.286
Multiplicity: 5
HOMO-LUMO gap (alpha / beta) (eV): 6.63 / 6.93
Net charge: 0
Energy above the lowest of the compared OMol25 structures with the same formula, charge and spin (kJ/mol): 0.0
LUMO (alpha / beta) (eV): 0.707 / -0.840